No. 1
Here is a cluster of 3 separate species, C11H26BN2O10P2 in total in a non-equilibrium geometry from OMol25. Energies are from the ωB97M-V functional and the def2-TZVPD basis.

Geometry as XYZ:
```
52
Properties=species:S:1:pos:R:3
C 7.433 -0.995 -0.441
O 6.324 -1.511 -1.275
B 5.396 -2.149 -0.308
O 5.781 -3.284 0.601
N 3.910 -1.711 -0.185
C 3.767 -0.251 0.114
C 2.194 0.299 0.277
C 1.113 -0.921 0.100
C 1.588 -2.443 -0.233
N 3.037 -2.727 -0.371
H 6.949 -0.209 0.315
H 7.931 -1.841 0.234
H 8.312 -0.511 -1.070
H 5.435 -2.962 1.507
H 4.696 0.486 0.247
H 1.930 1.426 0.515
H -0.047 -0.720 0.218
H 0.811 -3.336 -0.354
C 1.400 0.704 -3.369
O 0.105 0.709 -3.940
P -0.696 2.235 -3.790
O -1.203 1.801 -2.410
O -1.787 1.786 -4.951
C -2.035 0.432 -5.266
O -1.498 3.760 -3.641
C -2.891 3.774 -3.367
H 1.859 -0.272 -3.546
H 2.015 1.477 -3.837
H 1.341 0.878 -2.291
H -2.104 -0.190 -4.371
H -1.244 0.063 -5.923
H -2.977 0.362 -5.809
H -3.141 3.176 -2.493
H -3.457 3.428 -4.237
H -3.184 4.810 -3.165
C -2.015 1.710 2.564
O -2.138 0.524 3.327
P -3.758 -0.080 3.385
O -4.026 0.835 4.586
O -3.201 -1.546 3.914
C -1.943 -1.692 4.538
O -5.377 -0.685 3.443
C -5.854 -1.242 4.659
H -0.962 2.000 2.532
H -2.366 1.532 1.544
H -2.593 2.518 3.020
H -1.746 -0.891 5.255
H -1.162 -1.715 3.774
H -1.919 -2.644 5.067
H -5.717 -0.565 5.500
H -5.362 -2.199 4.861
H -6.926 -1.432 4.545
```

Computed properties:
Frontier orbital gap, eV: 5.56
Total charge: +1
Total energy, Eh: -2003.56058
2S+1: 1

Okay, here come the natural (NBO) numbers, in e, for every atom: atom 1 (C): -0.293, atom 2 (O): -0.724, atom 3 (B): 1.335, atom 4 (O): -0.872, atom 5 (N): -0.408, atom 6 (C): 0.049, atom 7 (C): -0.175, atom 8 (C): -0.136, atom 9 (C): 0.016, atom 10 (N): -0.118, atom 11 (H): 0.155, atom 12 (H): 0.225, atom 13 (H): 0.247, atom 14 (H): 0.500, atom 15 (H): 0.299, atom 16 (H): 0.305, atom 17 (H): 0.293, atom 18 (H): 0.297, atom 19 (C): -0.270, atom 20 (O): -0.684, atom 21 (P): 2.252, atom 22 (O): -0.981, atom 23 (O): -0.778, atom 24 (C): -0.249, atom 25 (O): -0.750, atom 26 (C): -0.235, atom 27 (H): 0.195, atom 28 (H): 0.183, atom 29 (H): 0.166, atom 30 (H): 0.186, atom 31 (H): 0.190, atom 32 (H): 0.200, atom 33 (H): 0.191, atom 34 (H): 0.188, atom 35 (H): 0.199, atom 36 (C): -0.276, atom 37 (O): -0.697, atom 38 (P): 2.228, atom 39 (O): -0.929, atom 40 (O): -0.791, atom 41 (C): -0.243, atom 42 (O): -0.751, atom 43 (C): -0.236, atom 44 (H): 0.181, atom 45 (H): 0.173, atom 46 (H): 0.207, atom 47 (H): 0.199, atom 48 (H): 0.166, atom 49 (H): 0.194, atom 50 (H): 0.199, atom 51 (H): 0.181, atom 52 (H): 0.197

=====

No. 2
Here is a structure of composition C11H26N4O7Ru in a non-equilibrium geometry from OMol25. Energies are from the ωB97M-V functional and the def2-TZVPD basis.

Geometry as XYZ:
```
49
Properties=species:S:1:pos:R:3
O -3.750 -0.171 -0.409
H -4.554 0.096 -0.886
Ru -0.199 0.041 -0.169
N -1.103 -1.233 1.049
N -0.503 1.180 1.475
N 0.576 -1.111 -1.604
N 1.296 1.172 -0.832
O -0.879 -2.480 1.111
O 0.137 -2.338 -1.974
O 1.720 2.334 -0.275
O 0.071 2.309 1.743
C -1.461 0.701 2.318
C -1.860 -0.622 2.029
C 1.608 -0.602 -2.305
C 2.027 0.685 -1.855
C -2.961 -1.391 2.662
H -3.807 -1.480 1.966
H -3.314 -0.879 3.561
H -2.619 -2.395 2.934
C -1.960 1.585 3.401
H -2.415 2.492 2.983
H -1.146 1.891 4.067
H -2.714 1.065 3.995
C 2.238 -1.379 -3.409
C 3.197 1.424 -2.396
H 1.547 -2.137 -3.789
H 3.148 -1.885 -3.062
H 2.522 -0.711 -4.227
H 3.497 2.243 -1.739
H 2.973 1.840 -3.387
H 4.042 0.739 -2.517
H -0.880 -2.278 -1.750
H 1.088 2.454 0.540
C -1.689 0.937 -1.096
H -2.996 0.535 -0.632
H -1.793 0.700 -2.166
H -1.749 2.026 -0.940
O -2.366 -2.022 -1.615
H -2.906 -1.319 -1.106
H -2.684 -1.970 -2.526
C 3.660 -1.053 2.557
C 2.375 -0.315 2.291
O 1.645 -0.892 1.181
H 3.462 -2.077 2.887
H 4.210 -0.550 3.354
H 4.294 -1.074 1.667
H 1.715 -0.311 3.166
H 2.562 0.724 2.011
H 1.558 -1.855 1.302
```

Computed properties:
Frontier orbital gap (spin up / spin down), eV: 6.30 / 5.95
Total charge: +1
Total energy, Eh: -1274.73402
2S+1: 6

Okay, here come the natural (NBO) numbers, in e, for every atom: atom 1 (O): -0.929, atom 2 (H): 0.495, atom 3 (Ru): 0.865, atom 4 (N): 0.005, atom 5 (N): -0.037, atom 6 (N): -0.096, atom 7 (N): -0.088, atom 8 (O): -0.323, atom 9 (O): -0.472, atom 10 (O): -0.440, atom 11 (O): -0.440, atom 12 (C): 0.157, atom 13 (C): 0.210, atom 14 (C): 0.150, atom 15 (C): 0.220, atom 16 (C): -0.680, atom 17 (H): 0.268, atom 18 (H): 0.235, atom 19 (H): 0.264, atom 20 (C): -0.666, atom 21 (H): 0.256, atom 22 (H): 0.258, atom 23 (H): 0.235, atom 24 (C): -0.674, atom 25 (C): -0.686, atom 26 (H): 0.263, atom 27 (H): 0.250, atom 28 (H): 0.242, atom 29 (H): 0.262, atom 30 (H): 0.256, atom 31 (H): 0.249, atom 32 (H): 0.519, atom 33 (H): 0.509, atom 34 (C): -0.612, atom 35 (H): 0.425, atom 36 (H): 0.212, atom 37 (H): 0.218, atom 38 (O): -0.978, atom 39 (H): 0.520, atom 40 (H): 0.488, atom 41 (C): -0.640, atom 42 (C): -0.058, atom 43 (O): -0.756, atom 44 (H): 0.215, atom 45 (H): 0.237, atom 46 (H): 0.220, atom 47 (H): 0.176, atom 48 (H): 0.190, atom 49 (H): 0.506

=====

No. 3
Here is a structure of composition C11H27AlI2OP2 in a non-equilibrium geometry from OMol25. Energies are from the ωB97M-V functional and the def2-TZVPD basis.

Geometry as XYZ:
```
44
Properties=species:S:1:pos:R:3
I 0.727 -3.108 2.984
I -0.135 -0.762 3.651
Al -0.489 -0.462 -1.385
P 1.739 1.306 -0.906
C 3.505 1.108 -0.807
C 1.458 1.496 -2.673
H 2.331 2.037 -3.075
H 2.063 3.575 -0.376
H 0.545 2.077 -2.866
H 0.332 3.173 -0.448
H 3.818 0.124 -1.173
H 1.418 0.528 -3.195
C 1.311 2.829 -0.106
H 3.971 1.860 -1.453
H 1.291 2.704 0.978
H 3.871 1.262 0.214
P -2.586 -0.733 -0.397
C -2.663 -2.252 0.613
C -3.303 0.506 0.746
H -4.033 -0.088 -2.252
H -4.901 -1.113 -1.062
H -3.758 -1.846 -2.226
C -3.952 -0.967 -1.599
H -3.291 1.492 0.262
H -4.337 0.238 1.006
H -3.706 -2.510 0.814
H -2.138 -2.103 1.566
H -2.692 0.553 1.655
H -2.210 -3.090 0.075
C 1.670 -1.236 0.071
O 2.493 -2.058 0.124
C 4.226 -1.591 4.499
C 3.692 -0.277 3.964
C 4.352 0.933 4.613
C 0.899 -0.111 0.077
H 5.300 -1.674 4.304
H 3.703 -2.431 4.038
H 4.050 -1.660 5.575
H 2.609 -0.231 4.154
H 5.428 0.935 4.404
H 3.943 1.864 4.204
H 4.176 0.927 5.696
H 0.492 0.041 1.092
H 3.842 -0.246 2.879
```

Computed properties:
Frontier orbital gap, eV: 5.60
Total charge: +2
Total energy, Eh: -2030.45707
2S+1: 1

Okay, here come the natural (NBO) numbers, in e, for every atom: atom 1 (I): 0.064, atom 2 (I): 0.022, atom 3 (Al): 0.621, atom 4 (P): 1.591, atom 5 (C): -0.999, atom 6 (C): -0.984, atom 7 (H): 0.288, atom 8 (H): 0.304, atom 9 (H): 0.290, atom 10 (H): 0.284, atom 11 (H): 0.283, atom 12 (H): 0.309, atom 13 (C): -0.990, atom 14 (H): 0.296, atom 15 (H): 0.286, atom 16 (H): 0.290, atom 17 (P): 0.712, atom 18 (C): -0.935, atom 19 (C): -0.922, atom 20 (H): 0.264, atom 21 (H): 0.270, atom 22 (H): 0.268, atom 23 (C): -0.916, atom 24 (H): 0.251, atom 25 (H): 0.272, atom 26 (H): 0.272, atom 27 (H): 0.252, atom 28 (H): 0.246, atom 29 (H): 0.256, atom 30 (C): 0.885, atom 31 (O): -0.275, atom 32 (C): -0.608, atom 33 (C): -0.389, atom 34 (C): -0.607, atom 35 (C): -1.220, atom 36 (H): 0.217, atom 37 (H): 0.196, atom 38 (H): 0.218, atom 39 (H): 0.177, atom 40 (H): 0.215, atom 41 (H): 0.196, atom 42 (H): 0.222, atom 43 (H): 0.372, atom 44 (H): 0.157

=====

No. 4
Here is a structure of composition C11H27ClILuN2P2 in a non-equilibrium geometry from OMol25. Energies are from the ωB97M-V functional and the def2-TZVPD basis.

Geometry as XYZ:
```
45
Properties=species:S:1:pos:R:3
C -1.895 -0.261 -0.872
I 2.613 -1.420 2.240
H -1.731 -0.007 -1.970
H -2.623 0.625 -0.782
H -2.604 -1.130 -1.071
Lu 1.299 0.674 -2.106
P 0.340 3.071 -0.830
C 0.007 3.762 0.738
C 2.065 3.362 -1.312
H 2.063 4.424 -1.591
H -0.416 4.807 -2.284
H 2.392 2.730 -2.167
H -0.472 3.155 -3.030
H 0.807 3.377 1.406
H 2.672 3.168 -0.405
C -0.660 3.750 -2.117
H 0.123 4.833 0.535
H -1.708 3.631 -1.814
H -1.003 3.503 1.100
P 0.304 -2.713 -0.848
C -0.064 -3.729 0.623
C -0.740 -3.701 -1.973
H 2.214 -2.943 -2.273
H 1.827 -4.549 -1.576
H 2.603 -3.275 -0.536
C 1.897 -3.471 -1.355
H -0.683 -3.223 -2.955
H -0.492 -4.764 -2.125
H 0.008 -4.810 0.417
H -1.084 -3.509 0.959
H -1.781 -3.660 -1.633
H 0.674 -3.462 1.386
Cl 1.331 0.004 -4.406
C 0.992 1.052 3.052
C -0.127 0.324 2.490
N -0.458 -0.134 1.258
C -1.696 -0.750 1.448
C -2.116 -0.521 2.710
N -1.170 0.077 3.439
H 1.337 0.557 3.967
H 2.076 1.142 2.559
H 0.755 2.117 3.245
H -2.408 -1.311 0.851
H -3.015 -0.900 3.142
H -1.451 0.099 4.463
```

Computed properties:
Frontier orbital gap (spin up / spin down), eV: 5.65 / 5.58
Total charge: +2
Total energy, Eh: -3220.18258
2S+1: 1

Okay, here come the natural (NBO) numbers, in e, for every atom: atom 1 (C): -0.599, atom 2 (I): 0.014, atom 3 (H): 0.158, atom 4 (H): 0.195, atom 5 (H): 0.203, atom 6 (Lu): 1.962, atom 7 (P): 0.804, atom 8 (C): -0.959, atom 9 (C): -0.948, atom 10 (H): 0.299, atom 11 (H): 0.267, atom 12 (H): 0.155, atom 13 (H): 0.248, atom 14 (H): 0.271, atom 15 (H): 0.285, atom 16 (C): -0.962, atom 17 (H): 0.266, atom 18 (H): 0.286, atom 19 (H): 0.299, atom 20 (P): 0.858, atom 21 (C): -0.936, atom 22 (C): -0.950, atom 23 (H): 0.219, atom 24 (H): 0.255, atom 25 (H): 0.238, atom 26 (C): -0.940, atom 27 (H): 0.234, atom 28 (H): 0.257, atom 29 (H): 0.256, atom 30 (H): 0.243, atom 31 (H): 0.239, atom 32 (H): 0.243, atom 33 (Cl): -0.560, atom 34 (C): -0.712, atom 35 (C): 0.324, atom 36 (N): -0.489, atom 37 (C): -0.157, atom 38 (C): -0.030, atom 39 (N): -0.541, atom 40 (H): 0.268, atom 41 (H): 0.244, atom 42 (H): 0.240, atom 43 (H): 0.251, atom 44 (H): 0.230, atom 45 (H): 0.470

=====

No. 5
Here is a structure of composition C11H28CrGeN4O6S5Se in a non-equilibrium geometry from OMol25. Energies are from the ωB97M-V functional and the def2-TZVPD basis.

Geometry as XYZ:
```
57
Properties=species:S:1:pos:R:3
Cr -1.149 0.678 1.580
N 0.612 -0.341 2.166
C 0.212 -1.052 3.374
C 1.373 -1.679 4.140
C 2.254 -2.589 3.279
C 3.305 -1.892 2.375
N 3.898 -0.646 2.835
C 4.216 -0.504 4.209
N 5.253 -1.328 4.742
N 4.268 0.846 4.656
C -0.624 -0.067 4.257
O -0.569 -0.162 5.479
O -1.311 0.751 3.589
H 0.711 -1.013 1.386
H 1.472 0.183 2.318
H -0.488 -1.837 3.054
H 0.945 -2.260 4.960
H 1.983 -0.898 4.602
H 1.615 -3.180 2.621
H 2.775 -3.287 3.941
H 2.871 -1.696 1.395
H 4.124 -2.611 2.224
H 3.418 0.176 2.489
H 5.957 -1.539 4.033
H 4.870 -2.216 5.062
H 3.357 1.295 4.599
H 4.606 0.870 5.608
S 0.152 2.720 1.560
S -1.254 4.206 1.520
S -2.633 3.458 0.157
S -3.190 1.687 1.014
O -2.067 -1.883 -1.030
S -1.247 -1.327 0.014
O -0.020 -2.102 0.250
O -1.975 -1.179 1.308
O -0.808 0.089 -0.292
C -1.077 -0.060 -5.900
Ge -2.822 0.743 -5.390
C -3.637 1.546 -7.060
C -4.048 -0.644 -4.696
C -2.461 2.075 -3.984
Se -1.796 1.016 -2.349
C -0.129 2.007 -2.147
H -1.152 -0.738 -6.746
H -0.712 -0.609 -5.038
H -0.354 0.715 -6.139
H -3.745 0.788 -7.831
H -3.021 2.347 -7.456
H -4.620 1.947 -6.841
H -4.032 -1.552 -5.294
H -5.071 -0.281 -4.644
H -3.715 -0.883 -3.689
H -3.336 2.653 -3.695
H -1.680 2.771 -4.282
H 0.175 2.418 -3.104
H 0.598 1.286 -1.784
H -0.273 2.789 -1.406
```

Computed properties:
Frontier orbital gap (spin up / spin down), eV: 5.84 / 5.92
Total charge: -2
Total energy, Eh: -8620.36121
2S+1: 5

Okay, here come the natural (NBO) numbers, in e, for every atom: atom 1 (Cr): 1.020, atom 2 (N): -0.837, atom 3 (C): -0.186, atom 4 (C): -0.403, atom 5 (C): -0.431, atom 6 (C): -0.219, atom 7 (N): -0.657, atom 8 (C): 0.389, atom 9 (N): -0.891, atom 10 (N): -0.846, atom 11 (C): 0.788, atom 12 (O): -0.707, atom 13 (O): -0.697, atom 14 (H): 0.441, atom 15 (H): 0.367, atom 16 (H): 0.236, atom 17 (H): 0.225, atom 18 (H): 0.208, atom 19 (H): 0.227, atom 20 (H): 0.181, atom 21 (H): 0.217, atom 22 (H): 0.173, atom 23 (H): 0.372, atom 24 (H): 0.344, atom 25 (H): 0.366, atom 26 (H): 0.378, atom 27 (H): 0.376, atom 28 (S): -0.467, atom 29 (S): -0.080, atom 30 (S): -0.077, atom 31 (S): -0.364, atom 32 (O): -0.985, atom 33 (S): 2.594, atom 34 (O): -1.052, atom 35 (O): -0.969, atom 36 (O): -0.984, atom 37 (C): -1.083, atom 38 (Ge): 1.587, atom 39 (C): -1.075, atom 40 (C): -1.085, atom 41 (C): -1.067, atom 42 (Se): 0.367, atom 43 (C): -0.784, atom 44 (H): 0.207, atom 45 (H): 0.251, atom 46 (H): 0.215, atom 47 (H): 0.209, atom 48 (H): 0.213, atom 49 (H): 0.214, atom 50 (H): 0.214, atom 51 (H): 0.216, atom 52 (H): 0.264, atom 53 (H): 0.220, atom 54 (H): 0.217, atom 55 (H): 0.188, atom 56 (H): 0.230, atom 57 (H): 0.235